[1]
C6H10N3 | ωB97M-V with the def2-TZVPD basis set

Summary:
Max |F| in eV Å⁻¹: 2.077
Total charge: +1
SMILES: NCC/[NH+]=C1/C=CN=C1
Calculated total energy in eV: -10845.8728
HOMO-LUMO gap in eV: 6.61
Energy above the lowest of the compared OMol25 structures with the same formula, charge and spin in kcal per mole: 55.1
HOMO energy in eV: -13.1

```
19
Properties=species:S:1:pos:R:3:forces:R:3:mulliken_charge:R:1
N 2.36761 1.31501 0.56074 -0.19 0.71 0.29 -0.47
C 2.36429 -0.05415 0.24482 -0.51 -0.39 -0.60 -0.57
C 1.22893 -0.52847 -0.78508 1.78 0.54 -0.20 -0.51
N 0.04493 -0.98553 -0.15608 -1.99 0.07 0.58 -0.06
C -1.13156 -0.42058 -0.08432 1.14 -0.44 0.24 1.32
C -2.31362 -0.93945 0.53425 -1.10 -0.30 0.32 -0.83
C -3.26865 0.00944 0.38138 0.89 -1.24 0.41 -0.29
N -2.74967 1.17423 -0.22522 0.52 1.01 -0.68 -0.43
C -1.53936 0.94852 -0.53788 -0.25 0.57 -0.29 -0.46
H 1.66576 1.66237 1.19518 0.05 0.00 -0.04 0.21
H 2.59510 1.96097 -0.18021 -0.04 -0.06 0.08 0.23
H 2.26790 -0.64425 1.15684 0.12 -0.10 -0.02 0.37
H 3.31438 -0.29752 -0.23425 -0.10 -0.18 0.06 0.35
H 1.01677 0.29123 -1.46889 -0.07 -0.12 0.00 0.33
H 1.65879 -1.36819 -1.33349 -0.23 -0.01 -0.13 0.32
H 0.13802 -1.88526 0.31565 -0.14 0.08 -0.07 0.28
H -2.43248 -1.91197 0.96999 0.02 -0.21 0.08 0.37
H -4.30778 -0.01414 0.65340 -0.13 -0.10 0.09 0.43
H -0.91937 1.68774 -1.00683 0.25 0.14 -0.15 0.41
```
Forces are in eV/Å.

[2]
C6H10N3O | ωB97M-V with the def2-TZVPD basis set

Summary:
Max |F| in eV Å⁻¹: 3.297
Total charge: +1
SMILES: O=CCC[NH2+]c1cc[nH]n1
Calculated total energy in eV: -12893.7713
HOMO-LUMO gap in eV: 10.48
Energy above the lowest of the compared OMol25 structures with the same formula, charge and spin in kcal per mole: 66.2
HOMO energy in eV: -13.5

```
20
Properties=species:S:1:pos:R:3:forces:R:3:mulliken_charge:R:1
O -2.30777 -1.42835 0.64228 -0.37 -1.33 1.25 -0.54
C -2.65343 -0.96585 -0.39738 -0.28 0.70 -2.87 0.25
C -2.03498 0.29949 -0.93206 2.48 -1.26 1.77 -0.73
C -1.10629 1.02003 0.18206 -1.96 1.38 0.35 -0.52
N -0.24589 0.16094 1.04091 -1.18 -2.32 1.86 -0.04
C 1.00953 -0.07312 0.46741 1.63 -1.09 -0.82 0.14
C 2.04495 0.83259 0.43498 2.26 -1.28 -0.67 -0.41
C 3.09298 0.05079 -0.16150 -1.70 2.43 1.10 -0.66
N 2.56227 -1.10090 -0.48129 -0.06 -1.78 -0.30 0.27
N 1.31070 -1.24631 -0.08010 -1.21 0.09 0.01 -0.73
H -3.34958 -1.41781 -1.21527 0.56 0.01 1.78 0.31
H -1.51515 -0.07476 -1.85189 -0.27 0.93 0.54 0.34
H -2.84403 0.94654 -1.11293 -0.76 1.16 -0.80 0.42
H -0.43862 1.76993 -0.28041 -0.71 -0.16 0.38 0.37
H -1.81630 1.43699 0.96321 0.68 0.16 -1.39 0.39
H -0.07279 0.34496 2.09868 -0.90 0.65 -2.27 0.48
H -0.87170 -0.72150 1.07799 0.84 0.43 -0.03 0.46
H 2.10848 1.81425 0.84836 0.09 0.33 0.08 0.44
H 4.11410 0.24189 -0.28943 1.11 0.43 -0.37 0.50
H 3.01351 -1.88979 -0.95362 -0.25 0.52 0.40 0.25
```
Forces are in eV/Å.

[3]
C6H10N3O2 | ωB97M-V with the def2-TZVPD basis set

Summary:
Max |F| in eV Å⁻¹: 7.329
Total charge: +1
SMILES: C=NC(=[NH2+])N(C(C)=O)C(C)=O
Calculated total energy in eV: -14940.5168
HOMO-LUMO gap in eV: 9.27
Energy above the lowest of the compared OMol25 structures with the same formula, charge and spin in kcal per mole: 70.7
HOMO energy in eV: -14.2

```
21
Properties=species:S:1:pos:R:3:forces:R:3:mulliken_charge:R:1
C 0.30041 1.20269 3.00577 -1.78 4.04 -2.65 -0.22
N -0.55444 0.84175 2.18058 -0.02 0.31 1.47 -0.05
C -1.10270 0.20122 1.29240 1.59 -3.25 -6.37 0.29
N -2.24938 -0.39206 1.05105 -2.09 0.53 0.24 -0.34
N -0.25267 -0.14243 -0.05923 -0.95 1.21 2.35 0.02
C -0.69459 0.72031 -1.08982 -0.29 -0.35 0.09 0.88
C -0.15872 0.42639 -2.41414 3.56 2.31 0.68 -1.45
O -1.58892 1.52291 -0.91372 0.75 -0.46 0.50 -0.53
C 1.00211 -0.83707 0.15354 -0.10 1.73 1.84 0.69
C 1.87385 -1.36595 -0.93612 -0.47 -1.29 -0.99 -1.10
O 1.33046 -0.85994 1.32644 0.04 -0.81 -0.86 -0.53
H 0.43733 2.28918 2.93455 0.43 -0.23 0.84 0.29
H 0.82355 0.61528 3.62000 1.89 -2.57 2.30 0.37
H -3.00865 -0.17795 1.70507 0.13 -0.33 -0.46 0.26
H -2.52825 -0.53137 0.03023 0.63 0.28 2.22 0.31
H -0.33412 -0.51070 -2.70786 -1.51 -3.65 -1.30 0.45
H 0.95105 0.43614 -2.56120 -0.69 0.37 0.85 0.30
H -0.45637 1.17478 -3.05617 -1.23 1.25 -1.61 0.40
H 1.25021 -2.06342 -1.60565 1.00 1.16 0.73 0.34
H 2.33672 -0.54039 -1.55085 -0.38 -1.08 0.80 0.30
H 2.62311 -2.00933 -0.40487 -0.48 0.84 -0.67 0.32
```
Forces are in eV/Å.

[4]
C6H10N3O2 | ωB97M-V with the def2-TZVPD basis set

Summary:
Max |F| in eV Å⁻¹: 5.017
Total charge: +1
SMILES: COC1=C(C(N)=O)N=CC[NH2+]1
Calculated total energy in eV: -14939.9338
HOMO-LUMO gap in eV: 9.46
Energy above the lowest of the compared OMol25 structures with the same formula, charge and spin in kcal per mole: 84.1
HOMO energy in eV: -13.4

```
21
Properties=species:S:1:pos:R:3:forces:R:3:mulliken_charge:R:1
C 1.44608 -2.22034 -0.05245 0.17 -2.00 0.76 -0.87
O 0.05098 -1.96172 -0.20329 -1.47 1.19 0.82 -0.48
C -0.35478 -0.69710 0.03129 0.79 -1.18 -0.47 0.14
C 0.30127 0.45803 0.17350 0.16 0.50 -0.87 0.60
C 1.80698 0.73303 0.22676 -1.08 2.23 -0.43 0.17
N 2.10124 1.69140 -0.74324 -0.85 -2.24 1.50 -0.33
O 2.48178 0.36224 1.14383 0.77 -0.57 -0.39 -0.48
N -0.39058 1.67298 -0.07750 -0.12 -0.97 0.24 -0.43
C -1.63568 1.66440 0.13590 1.71 -4.14 1.14 -0.36
C -2.32522 0.38732 0.67707 0.21 3.45 2.93 -0.50
N -1.84509 -0.65487 -0.14426 1.24 -1.95 -4.39 -0.08
H 1.53002 -3.34058 -0.27328 0.18 1.79 0.51 0.25
H 1.81234 -1.89811 0.94546 -0.35 -0.59 -0.53 0.39
H 1.93797 -1.63441 -0.77553 0.94 0.43 -1.06 0.42
H 1.45121 2.21285 -1.24956 -1.75 0.22 -0.42 0.19
H 2.97387 1.96150 -1.01632 3.19 0.33 0.06 0.18
H -2.10178 2.49322 -0.10173 -2.92 4.00 -0.83 0.59
H -1.76868 0.22306 1.64887 -0.98 0.11 -0.52 0.35
H -3.39284 0.60753 0.90069 0.58 -1.09 -0.81 0.38
H -1.94401 -0.39457 -1.24110 -0.27 -0.92 2.77 0.44
H -2.13509 -1.66587 -0.00511 -0.14 1.41 -0.01 0.45
```
Forces are in eV/Å.

[5]
C6H10N3OS | ωB97M-V with the def2-TZVPD basis set

Summary:
Max |F| in eV Å⁻¹: 3.813
Total charge: +1
SMILES: [NH2+]=C1/N=C\CCCN(C=S)O1
Calculated total energy in eV: -23726.8615
HOMO-LUMO gap in eV: 7.62
Energy above the lowest of the compared OMol25 structures with the same formula, charge and spin in kcal per mole: 86.1
HOMO energy in eV: -12.1

```
21
Properties=species:S:1:pos:R:3:forces:R:3:mulliken_charge:R:1
N 1.49228 -1.33747 -2.03291 1.28 0.27 -0.01 -0.35
C 1.20724 -0.83696 -0.85664 -2.84 0.85 2.40 0.61
N 0.71938 -1.48614 0.14870 0.32 -0.49 1.65 -0.28
C -0.14079 -1.33013 1.08871 0.61 0.12 -0.96 -0.18
C -1.45830 -0.72814 0.90846 0.74 1.41 0.85 -0.31
C -1.53233 0.05724 -0.37673 2.05 0.31 -0.95 -1.06
C -0.71102 1.47080 -0.50565 -2.92 -0.88 0.64 -0.59
N 0.58257 1.31963 0.08474 -0.93 -1.66 -1.14 0.18
C 0.98407 1.46447 1.33180 1.68 2.12 2.49 -0.26
S 2.50239 1.35132 1.94491 -0.63 -0.80 -0.33 -0.19
O 1.33474 0.48750 -0.73772 2.07 1.01 -1.76 -0.29
H 1.79636 -2.31697 -1.94973 0.01 0.69 -0.95 0.33
H 1.93663 -0.59759 -2.60615 0.01 -1.38 -0.13 0.30
H 0.00428 -1.56619 2.13220 0.95 -0.95 0.04 0.38
H -1.43636 -0.04907 1.78109 -0.40 0.11 -0.05 0.33
H -2.16730 -1.48733 1.26364 -0.47 0.21 -0.82 0.42
H -1.03715 -0.53600 -1.14677 -0.16 -0.32 -0.05 0.38
H -2.48403 0.11271 -0.77244 -2.20 0.70 -0.49 0.60
H -0.53016 1.63865 -1.58019 -0.36 0.16 0.52 0.34
H -1.35308 2.31403 -0.07302 1.45 -1.03 -0.39 0.34
H 0.29059 2.05564 1.95370 -0.27 -0.48 -0.56 0.29
```
Forces are in eV/Å.

[6]
C6H10N3OS | ωB97M-V with the def2-TZVPD basis set

Summary:
Max |F| in eV Å⁻¹: 5.524
Total charge: +1
Calculated total energy in eV: -23728.3024
HOMO-LUMO gap in eV: 8.54
Energy above the lowest of the compared OMol25 structures with the same formula, charge and spin in kcal per mole: 52.8
HOMO energy in eV: -12.1

```
21
Properties=species:S:1:pos:R:3:forces:R:3:mulliken_charge:R:1
C 1.15240 -1.41111 -0.97578 0.30 -0.21 1.04 -0.22
C -1.21194 -0.76127 -0.36298 1.46 -1.11 1.94 0.51
C 0.77596 -1.92680 2.49949 0.22 -0.24 -2.24 0.40
C -0.21254 -1.10110 -1.52470 -0.62 0.45 1.46 -0.59
C 0.44418 -1.51078 1.24755 0.09 -0.15 -0.07 0.07
C 1.49121 2.93054 -0.02648 -1.00 0.89 -0.24 -0.71
N 1.43019 -1.56934 0.24733 -0.37 -0.12 1.54 -0.42
N -0.89062 -1.11919 0.89922 3.41 -0.36 -4.33 -0.08
N -2.45079 -0.32370 -0.46400 -0.69 1.18 -0.71 -0.39
O 1.19383 -2.49195 3.40042 -0.14 0.35 0.76 -0.24
S 0.00728 1.85822 0.57050 2.18 -0.10 0.06 -0.13
H 2.03625 -1.47324 -1.60836 -0.49 0.06 -0.50 0.46
H -1.03003 2.52259 0.11111 -0.23 0.74 -0.43 0.10
H 0.00636 -0.26669 -2.18550 -1.00 0.12 -0.37 0.37
H -0.64628 -1.98130 -1.99573 0.03 0.11 -0.57 0.38
H 2.02872 2.51421 -0.94137 -0.83 0.35 1.51 0.26
H 2.17329 3.22211 0.82638 -0.84 -0.85 -0.95 0.30
H 0.93927 3.86590 -0.30361 0.86 -0.72 -0.01 0.29
H -1.55954 -1.05259 1.55661 -2.62 0.29 2.86 0.08
H -2.77258 0.02647 -1.36855 -0.03 -0.18 0.60 0.28
H -2.90459 0.04902 0.39846 0.31 -0.49 -1.35 0.27
```
Forces are in eV/Å.

[7]
C6H10N3S | ωB97M-V with the def2-TZVPD basis set

Summary:
Max |F| in eV Å⁻¹: 5.643
Total charge: +1
SMILES: N=C=C=CCC/[NH+]=C/NS
Calculated total energy in eV: -21679.3957
HOMO-LUMO gap in eV: 8.57
Energy above the lowest of the compared OMol25 structures with the same formula, charge and spin in kcal per mole: 82.1
HOMO energy in eV: -12.4

```
20
Properties=species:S:1:pos:R:3:forces:R:3:mulliken_charge:R:1
N -1.92552 2.00505 0.61695 -1.50 1.24 -0.39 -0.51
C -1.66878 1.44523 -0.46055 -0.27 0.28 0.99 0.37
C -1.16516 0.65549 -1.32056 -0.37 0.49 0.22 -0.20
C -0.35912 0.05061 -2.13059 2.45 -1.37 1.35 -0.34
C 0.71249 -1.00712 -1.73184 0.56 2.35 0.36 -0.39
C 0.58770 -1.73510 -0.41396 3.76 0.04 -0.70 -0.81
N 0.76653 -0.83130 0.71684 -1.11 -0.07 0.18 -0.09
C -0.26525 -0.34623 1.39520 1.85 -1.26 -1.75 -0.15
N -0.15221 0.49156 2.33122 0.84 4.05 3.84 -0.22
S 1.47677 1.39717 2.53181 -2.06 -1.04 -0.49 -0.12
H -2.51995 2.89453 0.61014 1.22 -1.45 -0.34 0.27
H -0.03747 0.34751 -3.07968 -0.72 0.82 -1.82 0.41
H 0.67176 -1.71304 -2.50804 0.28 -1.15 -1.12 0.38
H 1.73176 -0.44242 -1.83069 -1.65 -1.04 0.16 0.31
H -0.33133 -2.21688 -0.42852 -1.70 -1.01 0.68 0.37
H 1.46664 -2.50202 -0.37702 -1.82 1.11 0.10 0.32
H 1.69484 -0.47075 0.90832 -0.16 -0.26 0.11 0.24
H -1.23010 -0.59001 1.09340 -1.56 -0.98 -0.30 0.59
H -1.00428 0.88117 2.88655 2.14 -0.83 -1.77 0.39
H 1.55068 1.68653 1.19102 -0.18 0.08 0.69 0.18
```
Forces are in eV/Å.

[8]
C6H10N4 | ωB97M-V with the def2-TZVPD basis set

Summary:
Max |F| in eV Å⁻¹: 4.385
Calculated total energy in eV: -12339.0835
HOMO-LUMO gap (alpha / beta) in eV: 6.99 / 7.44
Energy above the lowest of the compared OMol25 structures with the same formula, charge and spin in kcal per mole: 124.2
HOMO energy (alpha / beta) in eV: -6.5 / -7.0

```
20
Properties=species:S:1:pos:R:3:forces:R:3:mulliken_charge:R:1
C -2.41439 2.30286 -0.84577 -2.81 1.19 -0.02 -0.11
C -1.81916 0.25563 -1.75553 0.13 0.69 0.65 0.59
C -0.52620 -0.48253 0.84503 2.64 0.67 -1.41 -1.12
C -0.58394 -1.38079 -0.39715 3.05 -0.71 0.95 -0.53
C 0.28079 0.86895 0.75599 -2.08 1.32 3.29 0.63
C 1.69163 0.82736 0.37193 -0.10 0.73 -0.76 -1.65
N -2.60415 1.18191 -1.67810 0.49 0.51 0.13 -0.40
N -1.44398 2.31958 -0.01371 1.52 0.49 1.81 -0.63
N -0.29816 1.72113 -0.19737 -2.86 -0.33 -3.31 -0.22
N -1.18216 -0.84434 -1.59658 -0.28 -0.37 -1.06 -0.23
H -3.32862 3.03769 -0.72634 2.20 -1.75 -0.41 0.29
H -1.45137 -0.15146 1.18893 -1.87 -0.01 0.59 0.46
H 0.02153 -1.02852 1.59672 -0.23 -0.56 0.45 0.43
H 0.53746 -1.62943 -0.76532 -2.35 0.35 1.19 0.31
H -1.04304 -2.33083 -0.05635 0.03 0.41 -0.67 0.27
H 0.11398 1.33277 1.79512 0.36 -0.62 -0.82 0.48
H 2.23417 0.05736 0.79775 1.33 -1.41 1.15 0.41
H 2.16502 1.80738 0.43534 0.02 -0.21 0.19 0.33
H 1.53834 0.60443 -0.65040 0.85 -0.24 -1.57 0.45
H -0.82577 -1.29489 -2.42158 -0.05 -0.13 -0.37 0.26
```
Forces are in eV/Å.

[9]
C6H10N4 | ωB97M-V with the def2-TZVPD basis set

Summary:
Max |F| in eV Å⁻¹: 5.349
Total charge: +2
Calculated total energy in eV: -12320.2290
HOMO-LUMO gap (alpha / beta) in eV: 6.61 / 7.57
Energy above the lowest of the compared OMol25 structures with the same formula, charge and spin in kcal per mole: 152.8
HOMO energy (alpha / beta) in eV: -16.8 / -17.8

```
20
Properties=species:S:1:pos:R:3:forces:R:3:mulliken_charge:R:1
C -1.73219 -1.26577 0.18210 1.26 -0.88 -0.29 0.21
C -0.78324 1.64388 -0.01431 0.22 -2.96 -0.07 0.01
C -2.63157 -0.19552 0.01778 0.51 2.58 -0.83 0.61
C 1.42342 0.42860 -0.38989 -0.23 -1.77 -1.12 0.04
C 3.63843 -0.88701 -0.27931 -3.44 0.08 -4.09 -1.34
C 2.27899 -0.44168 0.28479 0.45 -1.84 -0.42 -0.02
N -0.77716 -1.91254 0.20172 -0.69 0.20 0.17 -0.29
N 0.47501 1.19278 0.12379 -2.80 -2.76 -1.67 -0.08
N -2.02800 1.06909 -0.07910 -2.70 -1.02 -0.09 -0.23
N -3.93407 -0.31128 -0.15298 0.37 -0.05 0.18 -0.30
H -0.80401 2.61385 0.22222 -0.65 3.64 0.70 0.38
H 4.38648 -0.54674 0.26528 3.46 2.32 2.23 0.42
H 3.66149 -0.64447 -1.37866 0.33 0.49 1.20 0.36
H 3.83942 -1.90849 -0.35101 -0.56 -2.05 0.54 0.42
H 2.12652 -0.44870 1.33437 0.43 0.52 1.59 0.49
H 1.63867 -1.39610 0.17235 -0.23 0.73 -0.60 0.27
H 0.94485 1.90973 0.50640 2.60 3.64 2.32 0.24
H -2.77807 1.80787 -0.15815 1.29 -0.76 0.02 0.27
H -4.37844 -1.19090 -0.40902 0.24 -0.10 0.39 0.29
H -4.56655 0.48342 -0.09839 0.15 -0.01 -0.17 0.25
```
Forces are in eV/Å.

[10]
C6H10NO | ωB97M-V with the def2-TZVPD basis set

Summary:
Max |F| in eV Å⁻¹: 3.333
Total charge: +1
SMILES: C/[NH+]=C(\C)C(C)=C=O
Calculated total energy in eV: -9913.5947
HOMO-LUMO gap in eV: 9.19
Energy above the lowest of the compared OMol25 structures with the same formula, charge and spin in kcal per mole: 18.4
HOMO energy in eV: -13.8

```
18
Properties=species:S:1:pos:R:3:forces:R:3:mulliken_charge:R:1
C 1.69568 -1.98730 0.00401 1.00 2.02 1.77 -0.93
N 0.35665 -1.37509 0.12047 1.85 2.73 0.48 -0.24
C 0.06573 -0.03949 0.09410 0.49 -1.66 -0.55 0.98
C 1.19205 0.94649 -0.11654 0.24 -0.25 1.98 -1.56
C -1.27772 0.41744 0.08708 1.75 0.25 0.68 0.36
C -1.69739 1.82326 -0.17461 -0.13 1.41 -2.56 -1.42
C -2.27431 -0.41293 0.33533 -0.04 0.08 -1.24 0.42
O -3.20890 -1.03103 0.26063 -1.48 -1.31 0.75 -0.18
H 2.53419 -1.28950 -0.15447 -0.84 -0.11 -0.89 0.33
H 2.10177 -2.47306 0.88235 -0.83 -0.03 1.01 0.35
H 1.58772 -2.76970 -0.64547 0.18 -1.58 -2.33 0.36
H -0.25762 -2.05530 0.47551 -1.54 -0.50 0.21 0.23
H 0.91817 1.98744 -0.11590 -0.59 0.10 -0.49 0.37
H 1.79560 0.69647 -0.95121 0.42 -0.18 -0.97 0.44
H 1.88747 0.95342 0.76077 -0.51 -0.61 -0.45 0.41
H -0.92259 2.29866 -0.88784 -1.43 -0.62 1.23 0.33
H -1.79067 2.38410 0.71958 0.19 0.73 0.84 0.35
H -2.70582 1.92612 -0.69381 1.30 -0.48 0.53 0.40
```
Forces are in eV/Å.